{"formula": "C52H117F3N5O7", "method": "ωB97M-V/def2-TZVPD", "multiplicity": 2, "e_tot_ev": -85728.7907, "e_homo_ev": [-5.6, -8.7], "orbital_gap_ev": [2.0, 5.1], "molar_mass_g_mol": 981.53, "charge": 2, "symbols": ["C", "C", "O", "O", "H", "H", "H", "C", "C", "C", "C", "N", "C", "C", "C", "C", "C", "C", "C", "H", "H", "H", "H", "H", "H", "H", "H", "H", "H", "H", "H", "H", "H", "H", "H", "H", "H", "H", "H", "H", "H", "H", "H", "C", "C", "C", "C", "N", "C", "C", "C", "C", "C", "C", "C", "H", "H", "H", "H", "H", "H", "H", "H", "H", "H", "H", "H", "H", "H", "H", "H", "H", "H", "H", "H", "H", "H", "H", "H", "C", "C", "N", "C", "C", "C", "C", "C", "O", "C", "H", "H", "H", "H", "H", "H", "H", "H", "H", "H", "H", "H", "H", "H", "H", "H", "H", "H", "H", "H", "C", "C", "N", "C", "C", "C", "C", "C", "O", "C", "H", "H", "H", "H", "H", "H", "H", "H", "H", "H", "H", "H", "H", "H", "H", "H", "H", "H", "H", "H", "C", "C", "N", "C", "C", "C", "C", "C", "O", "C", "H", "H", "H", "H", "H", "H", "H", "H", "H", "H", "H", "H", "H", "H", "H", "H", "H", "H", "H", "H", "C", "O", "O", "C", "F", "F", "F", "C", "C", "H", "H", "H", "H", "H", "H"], "coordinates": [[0.168, 0.758, 1.118], [0.200, -0.586, 0.365], [-0.722, -1.388, 0.390], [1.248, -0.756, -0.284], [0.334, 1.634, 0.491], [0.827, 0.846, 1.981], [-0.793, 1.007, 1.569], [5.728, -2.094, -5.019], [4.954, -1.856, -3.713], [5.362, -0.584, -2.911], [4.487, -0.291, -1.632], [4.880, 0.975, -0.778], [6.173, 0.832, 0.024], [6.033, 1.193, 1.532], [4.712, 1.877, 1.575], [3.960, 1.039, 0.512], [4.852, 2.232, -1.653], [3.423, 2.515, -2.275], [3.478, 3.747, -3.192], [6.778, -2.382, -4.971], [5.824, -1.111, -5.481], [5.350, -2.767, -5.788], [4.870, -2.702, -3.031], [3.884, -1.774, -3.901], [5.422, 0.255, -3.604], [6.344, -0.739, -2.464], [4.597, -1.142, -0.960], [3.417, -0.219, -1.830], [6.893, 1.432, -0.533], [6.545, -0.193, -0.007], [6.948, 1.655, 1.902], [5.878, 0.219, 1.995], [4.691, 2.909, 1.222], [4.294, 1.962, 2.578], [2.914, 1.276, 0.317], [3.795, 0.049, 0.938], [5.610, 2.115, -2.428], [5.124, 3.085, -1.031], [2.664, 2.460, -1.494], [3.294, 1.708, -2.997], [4.399, 3.831, -3.769], [3.337, 4.604, -2.534], [2.685, 3.703, -3.939], [-0.378, 2.882, -2.294], [-1.527, 2.763, -3.255], [-1.762, 3.968, -4.179], [-2.207, 5.293, -3.450], [-2.194, 6.550, -4.404], [-2.415, 7.839, -3.533], [-3.850, 8.139, -3.743], [-4.269, 7.649, -5.112], [-3.315, 6.529, -5.443], [-0.806, 6.711, -5.049], [0.436, 6.615, -4.097], [1.583, 6.740, -5.088], [-0.117, 2.022, -1.678], [-0.734, 3.612, -1.566], [0.453, 3.386, -2.788], [-2.465, 2.686, -2.706], [-1.252, 1.840, -3.765], [-2.428, 3.758, -5.016], [-0.840, 4.124, -4.738], [-1.809, 5.442, -2.446], [-3.266, 5.132, -3.248], [-1.805, 8.708, -3.781], [-2.211, 7.669, -2.475], [-3.907, 9.227, -3.694], [-4.645, 7.753, -3.105], [-4.366, 8.441, -5.855], [-5.330, 7.430, -4.991], [-3.049, 6.800, -6.465], [-3.579, 5.474, -5.516], [-0.935, 7.722, -5.434], [-0.638, 6.058, -5.905], [0.525, 5.642, -3.615], [0.389, 7.374, -3.316], [2.584, 6.984, -4.731], [1.489, 7.384, -5.962], [1.622, 5.759, -5.561], [3.969, -3.121, 2.527], [2.657, -3.470, 1.810], [2.569, -4.507, 0.629], [3.583, -4.023, -0.439], [3.126, -5.914, 1.015], [3.150, -7.027, -0.092], [1.148, -4.482, -0.031], [-0.023, -4.502, 0.925], [0.126, -5.599, 1.761], [-0.989, -5.671, 2.651], [4.431, -3.904, 3.129], [3.914, -2.264, 3.199], [4.699, -2.962, 1.733], [2.300, -2.579, 1.293], [1.833, -3.724, 2.476], [4.592, -3.733, -0.147], [3.360, -3.024, -0.815], [3.598, -4.612, -1.356], [2.544, -6.235, 1.879], [4.078, -5.528, 1.379], [3.763, -7.880, 0.199], [3.591, -6.760, -1.053], [2.158, -7.248, -0.484], [1.038, -5.242, -0.805], [1.047, -3.548, -0.584], [-1.001, -4.450, 0.446], [0.043, -3.634, 1.581], [-0.682, -5.185, 3.578], [-1.328, -6.674, 2.912], [-1.847, -5.164, 2.211], [0.015, -2.109, 4.229], [-1.456, -1.840, 3.886], [-2.598, -2.038, 4.999], [-2.788, -3.599, 5.171], [-2.091, -1.337, 6.344], [-3.104, -1.451, 7.575], [-3.930, -1.401, 4.494], [-4.306, -1.661, 3.001], [-4.176, -3.071, 2.754], [-4.488, -3.554, 1.469], [0.360, -1.626, 5.143], [0.455, -1.671, 3.333], [0.207, -3.178, 4.322], [-1.856, -2.470, 3.091], [-1.635, -0.798, 3.623], [-3.574, -3.655, 5.923], [-1.866, -3.977, 5.612], [-3.076, -4.237, 4.336], [-1.910, -0.280, 6.152], [-1.125, -1.789, 6.566], [-4.157, -1.326, 7.324], [-2.964, -0.553, 8.176], [-2.912, -2.360, 8.146], [-3.977, -0.364, 4.828], [-4.699, -1.902, 5.082], [-3.666, -1.086, 2.332], [-5.276, -1.226, 2.765], [-4.178, -4.599, 1.458], [-3.956, -2.919, 0.761], [-5.544, -3.492, 1.207], [-1.779, -2.991, -2.174], [-2.291, -1.578, -2.613], [-3.832, -1.484, -3.026], [-3.944, -0.223, -3.854], [-4.257, -2.695, -3.881], [-5.627, -2.477, -4.658], [-4.693, -1.579, -1.714], [-4.346, -0.605, -0.609], [-4.222, 0.747, -1.051], [-3.582, 1.572, -0.072], [-2.019, -3.760, -2.908], [-2.291, -3.372, -1.291], [-0.701, -2.947, -2.015], [-1.793, -1.245, -3.524], [-2.095, -0.938, -1.753], [-3.299, 0.550, -3.438], [-4.925, 0.251, -3.880], [-3.504, -0.427, -4.830], [-4.235, -3.599, -3.272], [-3.480, -2.825, -4.633], [-5.824, -1.629, -5.315], [-6.525, -2.252, -4.083], [-5.790, -3.416, -5.187], [-4.802, -2.633, -1.456], [-5.716, -1.274, -1.936], [-3.412, -1.029, -0.240], [-5.075, -0.781, 0.181], [-3.762, 2.636, -0.225], [-2.510, 1.376, -0.076], [-3.787, 1.295, 0.962], [0.641, 0.568, 8.656], [0.600, 0.702, 7.208], [-0.647, 0.905, 9.105], [1.028, -1.008, 8.883], [0.084, -1.830, 8.358], [2.245, -1.437, 8.436], [1.098, -1.320, 10.174], [1.847, 0.684, 6.478], [1.490, 1.104, 4.984], [2.394, 0.887, 4.416], [0.544, 0.672, 4.658], [1.463, 2.188, 4.865], [2.196, -0.346, 6.400], [2.721, 1.102, 6.979], [1.394, 1.251, 9.049]], "forces_ev_per_a": [[-1.18, 0.62, 0.70], [1.36, 1.40, -0.12], [-2.25, -1.02, 0.70], [1.73, -0.22, -0.56], [0.46, -0.26, -0.37], [0.52, -0.39, -0.19], [-0.44, -0.43, -0.01], [0.77, 0.93, -0.17], [-1.05, -0.09, 0.68], [0.12, -0.09, 0.99], [0.19, 0.07, -0.34], [-1.05, -1.06, 1.86], [1.77, -0.06, -1.15], [0.20, -0.79, -1.42], [-0.87, 0.96, -1.01], [-1.41, 0.25, 0.36], [-1.49, 0.32, 0.52], [2.30, -1.33, -1.02], [-0.53, 0.18, 1.10], [0.06, -0.20, 0.90], [-0.29, 0.10, -0.36], [-0.76, 0.00, 0.48], [0.89, -0.38, 0.12], [-0.15, 0.46, -0.68], [-0.13, 0.10, 0.13], [0.45, 0.06, -0.46], [0.11, 0.15, 0.19], [-0.01, 0.28, -0.03], [0.20, 0.09, 0.33], [-0.29, -0.07, -0.54], [-0.33, 0.18, 0.08], [0.32, 0.14, 0.52], [0.52, 0.19, -0.04], [-0.45, -0.61, -0.19], [0.26, 0.61, -0.54], [0.73, -0.51, -0.57], [-0.07, -0.13, 0.11], [0.21, -0.16, 0.17], [-0.11, 0.38, -0.34], [-0.54, -0.47, 0.37], [0.17, -0.06, 0.30], [0.15, 0.48, -0.49], [-0.20, 0.06, 0.19], [-0.41, 2.13, 1.07], [-0.52, -0.10, -0.04], [1.34, 0.87, -0.19], [-1.47, -1.20, -1.40], [2.22, 0.24, 1.36], [-0.46, -1.32, 0.66], [-1.34, 1.75, -0.22], [-1.62, 0.45, 0.58], [0.26, -0.40, -0.74], [-0.19, 0.41, 0.76], [-1.02, 0.70, -0.99], [0.95, -0.56, -0.72], [0.08, -0.31, -0.71], [0.38, 0.32, 0.54], [0.42, -0.55, 0.09], [-0.08, -0.79, 0.16], [-0.92, -0.04, -0.96], [-0.61, -0.33, 0.35], [0.43, 0.26, 0.19], [0.77, 0.59, -0.57], [-0.25, 0.21, 0.02], [0.26, -0.53, -0.80], [0.24, -0.55, -0.16], [-0.49, 0.05, 0.09], [0.93, -0.19, 0.91], [0.95, -0.10, -0.25], [0.09, -0.92, -0.24], [1.38, -0.34, 0.18], [-0.82, 0.29, 0.28], [0.69, 0.00, -0.23], [-0.54, -0.29, 0.21], [-0.27, 0.00, 0.02], [0.10, 0.14, -0.10], [-0.19, -0.22, 0.59], [-0.71, 0.52, 0.30], [0.46, -0.22, -0.03], [0.61, -1.37, -1.00], [-1.51, 0.27, -0.23], [1.49, 0.14, -1.43], [-0.67, 1.49, -0.90], [-0.44, 0.54, -0.02], [0.06, 1.48, -0.48], [-0.06, 0.77, -0.28], [1.37, 0.71, 0.90], [-0.91, -1.82, 0.29], [0.24, 0.19, 0.39], [-0.44, -0.32, 0.05], [-0.50, 0.15, -0.41], [0.26, 0.59, 0.23], [0.01, 0.25, -0.08], [0.39, -0.36, 0.17], [0.11, -1.39, 0.95], [-1.35, 0.10, 0.21], [-0.08, -0.50, 0.57], [-0.05, -0.06, -0.17], [0.42, -1.07, -0.10], [-0.60, -0.09, 0.47], [0.65, 0.72, 0.24], [-0.24, -0.62, 0.97], [0.61, -0.45, 0.40], [0.43, 0.38, 0.21], [0.16, -0.14, -0.50], [-0.29, 0.64, -0.35], [-0.31, 0.19, 0.15], [0.55, -0.24, -0.37], [-0.09, 0.17, 0.09], [-1.39, -0.02, 0.03], [-1.94, 0.28, 1.24], [0.97, -0.77, -1.21], [0.09, 1.43, 1.71], [-1.73, -0.73, 0.57], [0.91, 0.41, -1.27], [-0.01, -1.39, 0.23], [1.18, -0.02, 0.27], [-0.56, 0.75, 0.86], [0.15, 0.74, 0.00], [0.01, 0.22, -0.23], [0.72, -0.19, 0.12], [0.14, 0.01, -0.19], [0.47, 0.10, -0.20], [0.45, 0.03, -0.21], [0.09, -0.27, 0.05], [0.01, 0.17, 0.04], [0.12, 1.07, -0.37], [-0.06, -0.06, -0.48], [-0.37, -0.05, 0.09], [-0.07, -0.55, -0.49], [0.79, -0.21, 0.32], [-0.18, 0.22, 0.03], [0.36, 0.10, -0.51], [0.05, -0.05, 0.09], [0.61, -0.18, -0.15], [-0.57, -0.47, 0.48], [0.06, 0.14, -0.26], [0.33, -0.40, -0.44], [-0.29, -0.02, 0.29], [-1.32, 0.24, -0.77], [-0.50, -1.47, -0.04], [0.29, -1.08, 1.61], [0.62, 0.60, 0.57], [-0.75, 1.59, -1.14], [-0.05, -0.29, 0.93], [-1.32, 1.77, -1.85], [1.67, -0.84, -0.07], [-0.53, -0.76, 0.57], [0.94, -0.62, 0.37], [0.39, 0.13, -0.41], [0.20, 0.46, 0.44], [-0.18, 0.18, 0.07], [0.25, 0.07, 0.22], [-0.25, 0.45, -0.45], [-0.01, -0.30, 0.33], [-0.20, -0.70, -0.10], [-0.43, -0.20, -0.11], [-0.37, 0.25, 0.10], [0.09, 0.17, 0.01], [1.57, -0.04, -0.63], [0.17, -0.87, 1.10], [-0.15, 0.19, -0.14], [0.67, 0.20, 0.39], [-0.09, -0.18, -1.01], [0.60, 0.78, 0.63], [-0.32, 0.44, 0.08], [-0.29, -0.29, -0.27], [0.35, 0.18, -0.55], [-0.94, 0.02, 0.07], [-4.50, 0.01, 0.54], [1.51, 0.28, -1.13], [3.76, -1.75, -0.99], [-0.28, 1.29, 1.19], [0.28, 0.01, -0.42], [-0.10, 0.23, -0.96], [-0.45, 0.19, 0.73], [-1.89, -1.17, -1.05], [1.64, 1.00, 1.95], [-0.25, -0.76, -0.62], [0.37, -0.19, -0.06], [-0.58, 0.17, 0.32], [-0.13, -0.51, -0.15], [-0.30, 1.17, -0.07], [0.69, -0.29, 0.18]], "mulliken_spin": [0.13, -1.01, -0.15, 0.50, 0.01, 0.00, 0.00, -0.04, 0.05, 0.00, -0.02, -0.06, 0.01, 0.00, 0.02, -0.05, -0.04, 0.24, -0.18, 0.00, 0.00, -0.01, 0.05, -0.03, 0.02, -0.01, 0.09, -0.08, 0.00, 0.00, 0.00, 0.00, 0.00, 0.00, 0.01, 0.01, -0.02, -0.03, 0.10, 0.11, -0.04, 0.04, 0.05, -0.27, -0.97, 0.53, 0.05, -0.56, 0.03, 0.02, 0.04, 0.16, -0.05, -0.06, 0.03, -0.25, 0.11, 0.24, -0.04, 0.66, 0.70, 0.02, 0.23, -0.11, 0.03, 0.00, 0.00, -0.02, 0.01, -0.02, -0.03, -0.04, 0.07, 0.10, 0.07, -0.02, 0.00, -0.01, -0.02, 0.00, 0.00, -0.04, -0.08, 0.00, 0.01, 0.13, -0.02, 0.00, 0.00, 0.00, 0.00, 0.01, 0.02, -0.01, -0.01, 0.05, 0.05, 0.00, 0.00, 0.00, 0.00, 0.00, 0.01, -0.01, -0.04, 0.01, 0.00, 0.00, 0.00, 0.01, -0.01, 0.00, 0.00, 0.00, 0.00, -0.01, 0.00, -0.01, 0.05, 0.00, 0.00, 0.00, 0.01, -0.01, 0.00, 0.00, 0.00, 0.00, 0.00, 0.00, 0.00, 0.00, 0.00, 0.00, 0.01, 0.01, 0.00, -0.02, 0.00, 0.07, 1.04, -1.41, 0.09, 0.08, 0.00, 0.07, -0.06, -0.18, 0.04, -0.06, 0.10, -0.12, 0.01, 0.25, 0.27, 0.21, -0.25, 0.06, 0.06, 0.02, -0.01, -0.01, 0.11, 0.06, 0.00, 0.05, 0.00, 0.05, 0.03, 0.00, 0.00, 0.00, 0.00, 0.00, 0.00, 0.00, 0.00, 0.01, 0.00, 0.00, 0.00, 0.00, 0.00, 0.00]}